(1)
The following is a DFT calculation (ωB97M-V with the def2-TZVPD basis set) of a structure of composition C9H7INO4 at a distorted geometry.

XYZ file:
```
22
Properties=species:S:1:pos:R:3:forces:R:3
O -0.485474 -2.162962 1.771862 0.009 0.214 0.288
C -0.245417 -1.480109 0.813911 -0.054 -0.439 -0.052
C 0.929835 -0.580475 0.607835 -0.554 -0.355 -0.275
C 1.890923 -0.140719 1.487675 0.028 -0.062 -0.003
C 2.875795 0.686720 0.971476 -0.159 -0.160 0.274
C 2.881289 1.026146 -0.378425 0.414 0.266 0.293
C 1.901920 0.578998 -1.243765 -0.050 -0.066 -0.393
C 0.909521 -0.223274 -0.723902 0.243 -0.051 0.340
C -0.285210 -0.850495 -1.372320 0.288 0.507 -0.168
O -0.467703 -0.863336 -2.556039 -0.400 -0.150 -0.182
N -1.066700 -1.451467 -0.356462 0.441 0.651 0.659
C -2.355145 -0.695386 0.052854 -0.002 -0.875 -0.589
O -2.502445 0.429280 -0.836912 3.776 -0.729 -0.561
O -2.454491 1.578981 0.014770 1.778 0.514 0.910
H 1.850847 -0.426617 2.527668 0.074 -0.022 0.094
H 3.630925 1.061500 1.646632 0.165 0.124 -0.103
H 3.682229 1.666366 -0.720080 -0.018 0.061 -0.214
H 1.903241 0.839650 -2.291689 0.004 0.054 -0.080
H -2.266410 -0.324096 1.066848 0.362 -0.006 0.077
H -3.250466 -1.381045 0.088057 1.487 0.649 -0.832
H -2.330225 2.360420 -0.540897 -0.063 -0.503 -0.790
I -4.746838 0.351921 -0.029099 -7.770 0.378 1.306
```
Positions in Å, forces in eV/Å.

HOMO-LUMO gap in eV: 4.73
Total charge: -1
2S+1: 1
Total energy in hartree: -1000.45625
LUMO level in eV: 2.38

Atomic partial charges in e from the Mulliken method, atoms 1 to 5:
1. O -0.5852
2. C 0.0399
3. C 0.6594
4. C -0.5976
5. C -0.4124



(2)
The following is a DFT calculation (ωB97M-V with the def2-TZVPD basis set) of a structure of composition C25H24AuFN4.

XYZ file:
```
55
Properties=species:S:1:pos:R:3:forces:R:3
Au 0.323215 -0.165633 0.521312 -0.501 -0.103 -0.096
C -2.811001 0.821017 -0.127278 0.055 -0.027 -0.007
N -1.542097 1.471712 0.150435 -0.175 0.180 -0.054
C -1.441264 2.116424 1.451690 0.079 -0.027 0.032
C -1.220623 1.146076 2.608841 -0.105 0.012 -0.060
C -1.774448 1.400374 3.851498 -0.041 -0.015 -0.034
C -1.523651 0.543900 4.911858 0.025 -0.024 -0.014
C -0.729972 -0.574749 4.704560 -0.027 0.022 -0.004
C -0.204601 -0.783453 3.448137 -0.018 -0.019 0.021
N -0.440894 0.060894 2.432716 0.432 -0.023 0.037
C -0.923599 2.137235 -0.991559 0.102 -0.054 0.047
C -0.303128 1.173987 -1.996180 -0.048 0.048 -0.009
C -0.467151 1.358600 -3.355748 0.029 -0.001 0.012
C 0.193110 0.525598 -4.250929 0.010 -0.012 0.024
C 1.015267 -0.476173 -3.763325 -0.018 0.029 0.018
C 1.137110 -0.619691 -2.394421 0.071 -0.033 -0.041
N 0.487881 0.178286 -1.543989 0.179 -0.035 0.256
C -2.763718 -0.697026 -0.096676 -0.114 -0.048 -0.039
C -3.951035 -1.410280 -0.210412 0.043 -0.024 -0.015
C -3.914624 -2.791885 -0.234127 0.012 0.020 0.004
C -2.685550 -3.434428 -0.145858 -0.012 0.008 -0.011
C -1.552332 -2.661509 -0.027889 0.043 -0.067 -0.002
N -1.588288 -1.320339 -0.001111 0.034 0.215 0.086
H -3.576148 1.161127 0.576315 0.008 -0.014 0.015
H -3.165118 1.119495 -1.118747 -0.010 -0.004 0.000
H -0.590301 2.802830 1.438848 -0.006 -0.008 -0.028
H -2.324254 2.720579 1.683796 0.003 -0.004 0.015
H -2.402184 2.271782 3.979970 0.001 0.004 0.008
H -1.947138 0.743930 5.886789 -0.009 -0.002 0.000
H -0.518198 -1.276570 5.497884 0.002 -0.001 0.002
H 0.415143 -1.642107 3.230010 0.028 0.018 0.011
H -1.619364 2.793715 -1.523586 -0.010 -0.026 -0.005
H -0.113895 2.768947 -0.616762 -0.020 0.025 -0.010
H -1.102582 2.158674 -3.710561 0.001 0.004 0.000
H 0.067511 0.663868 -5.316366 0.000 0.002 -0.002
H 1.554824 -1.140107 -4.422905 -0.001 -0.003 0.000
H 1.777473 -1.373917 -1.954267 -0.010 0.006 -0.006
H -4.890811 -0.878316 -0.283369 -0.003 0.001 0.000
H -4.829166 -3.362724 -0.321640 -0.001 -0.001 0.000
H -2.607186 -4.511660 -0.165534 0.002 -0.002 0.000
H -0.573005 -3.118251 0.046604 0.000 -0.003 0.010
F 5.767391 -0.716065 -2.941392 0.015 -0.005 -0.017
C 4.925999 -0.422331 -1.955892 -0.034 0.016 0.026
C 4.391425 0.857640 -1.896069 0.033 -0.041 -0.018
C 3.512583 1.154979 -0.874699 0.004 -0.022 0.073
C 3.168293 0.191606 0.081885 0.087 0.006 -0.015
C 2.207619 0.502433 1.145580 -0.201 -0.099 -0.215
C 3.736790 -1.085475 -0.007427 -0.031 0.052 0.007
C 4.618877 -1.401645 -1.025476 0.015 0.015 -0.027
H 4.685448 1.591255 -2.634089 -0.003 0.006 0.003
H 3.096623 2.153462 -0.802250 0.000 0.006 -0.011
H 2.089523 1.561383 1.364986 0.037 0.011 0.005
H 2.340336 -0.081863 2.055024 0.047 0.052 0.025
H 3.501061 -1.830744 0.743686 0.002 -0.010 -0.002
H 5.083820 -2.374893 -1.101877 -0.004 -0.002 0.007
```
Positions in Å, forces in eV/Å.

HOMO-LUMO gap (spin up / spin down) in eV: 7.23 / 7.23
Total charge: +2
2S+1: 1
Total energy in hartree: -1421.11069
Energy relative to the best compared isomer or geometry (same formula, charge and spin) in kJ/mol: 0.0
LUMO level (spin up / spin down) in eV: -6.88 / -6.88

Atomic partial charges in e from the Mulliken method, atoms 1 to 5:
1. Au 1.3052
2. C -1.5314
3. N 0.3563
4. C -1.4035
5. C 1.3661



(3)
The following is a DFT calculation (ωB97M-V with the def2-TZVPD basis set) of a cluster of 10 separate species, C19H55O19S4 in total at a distorted geometry.

XYZ file:
```
97
Properties=species:S:1:pos:R:3:forces:R:3
C -0.391395 0.868448 -0.089747 -0.411 0.897 0.179
C 0.620585 0.590568 1.017343 2.000 -0.236 1.146
O 1.498905 -0.323282 0.776073 -1.362 0.770 -0.020
O 0.579725 1.272348 2.105133 -0.630 -1.160 -2.178
H -1.306305 0.332068 0.161953 -0.099 -0.192 -0.221
H -0.101135 0.694608 -1.125907 0.354 -0.712 0.195
H -0.656515 1.925628 -0.103567 -0.133 0.129 0.417
C 4.494985 -1.883212 2.079553 -1.156 -0.592 0.644
O 3.826085 -0.665732 2.233383 1.403 1.250 -0.200
H 3.774615 -2.528242 2.582653 0.889 -1.242 0.304
H 4.625695 -2.303122 1.082213 -0.101 0.475 -0.471
H 5.482275 -1.857712 2.540753 -0.162 0.122 0.293
H 2.933195 -0.723972 1.885603 -0.667 0.224 -0.532
C 2.798505 -2.035152 -2.544317 1.328 -1.089 -0.489
O 1.670145 -1.411222 -2.060137 -1.277 0.687 0.262
H 2.537855 -2.604322 -3.436627 -0.034 0.138 -0.065
H 3.589125 -1.323232 -2.781357 0.086 0.116 -0.126
H 3.203555 -2.748502 -1.826557 0.072 -0.072 0.093
H 1.798735 -1.185612 -1.135917 -0.069 0.586 0.936
C 1.671925 1.770778 -3.835557 0.333 0.889 -1.453
O 0.926915 0.569158 -3.843967 0.268 0.886 0.085
H 1.396405 2.542588 -3.116877 -0.234 -0.357 0.534
H 2.756665 1.664908 -3.850407 0.217 -0.608 0.705
H 1.572525 2.273048 -4.797817 -0.660 -0.066 -0.235
H 1.301195 0.037878 -3.137387 -0.160 -0.704 0.373
C -1.454615 -3.245462 -1.586767 0.353 -0.023 0.009
O -0.345325 -3.248312 -2.442237 0.290 -0.476 -0.450
H -1.549225 -2.205302 -1.274987 -1.102 -0.079 0.275
H -2.289625 -3.692022 -2.126637 -0.305 0.457 0.156
H -1.266765 -3.858402 -0.705227 -0.165 -0.074 0.213
H 0.194495 -2.517602 -2.131987 0.714 0.122 -0.381
C -0.520735 -0.253302 5.001913 0.731 -0.041 -0.067
O 0.228415 0.946148 4.751153 -1.399 -1.151 1.571
H -1.532865 -0.289002 4.598893 -0.069 0.378 -0.365
H 0.016195 -1.117842 4.611563 0.039 -0.163 -0.295
H -0.664395 -0.501672 6.053473 0.369 0.689 0.362
H 0.231035 1.034688 3.795243 0.505 0.274 -1.004
O -4.996295 1.085288 -4.356167 2.714 0.768 0.648
S -3.551255 1.363598 -4.290207 -0.205 -0.394 -0.578
O -2.864605 1.750388 -5.529147 -0.957 -0.470 2.069
O -3.271595 2.516438 -3.117297 -2.059 -1.309 -2.074
C -2.021335 3.179778 -3.128817 0.614 0.935 -0.046
C -2.209735 4.588488 -2.496457 1.097 -0.984 0.708
C -2.656985 -0.041582 -3.492627 -0.482 0.210 0.289
H -1.556615 3.326138 -4.103857 -0.581 -0.238 -0.399
H -1.393125 2.434628 -2.640757 0.731 0.877 0.723
H -1.227295 5.058578 -2.452637 0.156 -0.110 -0.076
H -2.500175 4.480678 -1.451407 -0.354 0.098 -0.033
H -2.849815 5.305098 -3.011097 -0.287 -0.609 -0.259
H -2.901965 -1.038292 -3.859587 -0.125 0.387 -0.822
H -2.970135 -0.120082 -2.451537 -0.082 0.583 0.087
H -1.580905 0.125438 -3.540057 -0.028 0.196 -0.219
O 3.145995 5.846088 -3.356607 -2.514 0.171 -0.469
S 1.678025 5.814288 -3.322937 0.093 -0.804 1.484
O 0.836415 5.301778 -4.403687 1.688 0.143 1.852
O 1.292975 5.026958 -1.867407 -0.494 0.603 -2.283
C 2.144205 5.043178 -0.717387 1.704 -0.129 0.610
C 1.464275 4.247798 0.360293 -1.536 -0.034 0.107
C 0.938635 7.397028 -2.900257 0.550 -0.482 -0.264
H 2.343615 6.040748 -0.325987 -0.188 0.416 -0.426
H 3.122425 4.621318 -0.948077 -0.056 -0.084 -0.362
H 1.965205 3.916338 1.269853 0.840 0.034 -0.539
H 0.997365 3.382628 -0.110417 0.038 -0.106 0.248
H 0.673895 4.877198 0.769293 -0.440 -0.111 -0.135
H -0.118875 7.245778 -2.683677 0.210 -0.260 0.128
H 1.003025 8.016218 -3.794997 0.325 0.184 0.245
H 1.504105 7.735778 -2.032157 -0.185 0.413 -0.197
O 1.979305 -5.792682 -0.502687 2.164 1.826 1.775
S 2.937215 -5.050432 0.359553 -1.248 -0.191 0.504
O 4.278545 -4.724102 -0.099897 -1.871 -0.152 0.383
O 2.250515 -3.699702 1.027383 1.745 -1.665 -1.521
C 0.838995 -3.534972 0.957493 -0.829 0.140 0.238
C 0.335615 -3.308832 2.402163 -0.290 -0.046 -1.057
C 3.047655 -5.881862 1.956983 0.589 -0.953 -0.972
H 0.352275 -4.399552 0.506153 0.210 -0.157 0.063
H 0.760385 -2.720972 0.236843 -0.787 0.335 0.606
H -0.749455 -3.210962 2.436063 -0.100 0.584 -0.354
H 0.824665 -2.428662 2.819593 -0.089 -0.170 0.196
H 0.452595 -4.214062 2.997963 0.728 0.007 0.081
H 3.748935 -6.698632 1.786083 0.032 -0.131 0.094
H 2.073575 -6.329352 2.154523 0.011 0.363 0.185
H 3.452105 -5.241202 2.740603 -0.322 0.179 -0.300
O -3.667365 -1.691032 0.754543 -0.971 -0.352 1.185
S -4.188015 -1.404202 2.073713 2.625 1.945 0.004
O -5.609345 -1.326932 2.356073 1.643 -0.646 0.024
O -3.306565 -2.372022 3.103443 -1.257 0.016 -1.280
C -3.794015 -2.369272 4.439153 0.187 -0.990 1.315
C -2.885055 -3.232322 5.379483 0.368 0.596 -0.718
C -3.309005 0.163948 2.600503 -1.072 -0.440 -0.326
H -4.795755 -2.798442 4.460013 -0.095 0.211 -0.083
H -3.817375 -1.331902 4.772943 -0.156 -0.108 0.349
H -3.421485 -3.679142 6.216563 -0.236 0.296 -0.087
H -2.055995 -2.639642 5.766113 -0.122 0.163 0.128
H -2.382575 -4.053152 4.867763 -0.347 -0.044 -0.393
H -3.652375 0.972188 1.954783 -0.218 -0.103 0.059
H -2.225755 0.098138 2.498853 -0.138 -0.528 -0.159
H -3.562535 0.371438 3.640103 -0.097 0.072 -0.160
```
Positions in Å, forces in eV/Å.

HOMO-LUMO gap in eV: 8.40
Total charge: -1
2S+1: 1
Total energy in hartree: -3779.13710
LUMO level in eV: 1.92

Atomic partial charges in e from the Mulliken method, atoms 1 to 5:
1. C -0.0166
2. C 0.4997
3. O -0.4000
4. O -0.9798
5. H -0.0864



(4)
The following is a DFT calculation (ωB97M-V with the def2-TZVPD basis set) of a cluster of 2 separate species, C4H10NP in total at a distorted geometry.

XYZ file:
```
16
Properties=species:S:1:pos:R:3:forces:R:3
C 0.248095 0.451497 -1.836395 -0.909 0.659 2.221
P -0.908028 0.682146 -0.302724 -0.716 1.159 -2.068
C -1.564161 -0.934943 -0.017921 3.221 -1.507 1.238
N -1.691964 1.902544 0.127679 0.895 -0.440 -0.304
H -0.322525 0.025429 -2.614679 -0.854 -0.329 -0.924
H 0.616900 1.413564 -2.088180 0.237 0.911 -0.400
H 1.071288 -0.193316 -1.644645 0.625 -0.620 0.415
H -0.768370 -1.674655 -0.357875 -1.512 0.500 -0.463
H -1.375829 -1.064478 1.045299 -0.630 0.065 0.485
H -2.587912 -1.076715 -0.221648 -0.930 -0.325 -0.639
C 0.884177 0.603984 1.508636 -0.858 0.091 3.834
C 1.572123 -0.466152 1.098410 -1.032 1.206 -0.505
H 0.169753 0.483715 2.480199 1.597 0.432 -2.574
H 1.122713 1.665367 1.264810 -0.240 -1.176 -0.104
H 2.129789 -0.335912 0.225106 1.445 0.149 -1.033
H 1.403953 -1.482076 1.333928 -0.340 -0.774 0.821
```
Positions in Å, forces in eV/Å.

HOMO-LUMO gap in eV: 8.38
2S+1: 1
Total energy in hartree: -554.35901
Energy relative to the best compared isomer or geometry (same formula, charge and spin) in kJ/mol: 330.0
LUMO level in eV: 0.00

Atomic partial charges in e from the Mulliken method, atoms 1 to 5:
1. C -1.1037
2. P 0.5504
3. C -0.8541
4. N -0.6664
5. H 0.4078



(5)
The following is a DFT calculation (ωB97M-V with the def2-TZVPD basis set) of the molecule C6H8ClN at a distorted geometry.

XYZ file:
```
16
Properties=species:S:1:pos:R:3:forces:R:3
C 0.891011 -1.682495 -1.308711 1.316 -0.458 0.780
C 1.492699 -1.784865 -0.057763 -0.021 -1.637 -0.297
C 0.248060 -0.494579 -1.412993 -3.062 -2.109 -5.272
C 1.269049 -0.934222 0.917357 -1.993 3.143 -1.451
C -1.435391 1.190406 1.126969 1.857 1.081 0.675
C -0.591904 1.397475 -0.123912 -0.550 2.151 -1.576
N 0.282310 0.336078 -0.495282 1.802 1.336 5.432
Cl 1.905815 -0.104446 2.187412 0.410 -0.073 0.337
H 0.880426 -2.542936 -1.926134 -0.210 -0.147 -0.835
H 1.841768 -2.761158 0.131266 1.127 -0.890 0.714
H -0.476244 -0.500510 -2.310867 0.841 0.885 1.265
H -0.824326 1.618151 1.974832 -0.578 -1.613 -0.274
H -1.969243 0.259722 1.227655 0.619 -0.627 0.292
H -2.195731 1.904405 1.120903 -1.508 1.390 -0.423
H -0.079515 2.425016 -0.063024 0.007 -1.622 0.451
H -1.238784 1.673956 -0.987709 -0.056 -0.811 0.182
```
Positions in Å, forces in eV/Å.

HOMO-LUMO gap in eV: 8.00
2S+1: 1
Total energy in hartree: -748.20327
Energy relative to the best compared isomer or geometry (same formula, charge and spin) in kJ/mol: 380.2
LUMO level in eV: 0.57

Atomic partial charges in e from the Mulliken method, atoms 1 to 5:
1. C -0.7804
2. C -0.1352
3. C 0.2474
4. C -0.0007
5. C -1.1232